# 1
ORCA calculation (ωB97M-V/def2-TZVPD) on C3H3IrLiO4 as an isolated structure.

Structure (XYZ):
```
12
C3H3IrLiO4 | OMol25 | ωB97M-V/def2-TZVPD
C -1.87216 0.99364 0.36640
C -1.13498 0.94915 -0.94278
O 0.17509 0.47702 -0.76596
C 0.33614 -0.84376 -0.34199
O 1.04935 -1.03688 0.68376
O 0.41292 -1.60770 -1.27908
O -1.37634 0.65470 1.42075
H -2.81815 1.56730 0.34664
H -1.02607 1.97105 -1.33098
H -1.71325 0.31386 -1.63376
Ir 2.21164 0.76620 -0.29109
Li -0.28780 -0.83053 2.09259
```

The calculation puts the HOMO-LUMO gap (spin up / spin down) at 7.68 / 6.11 eV. For the highest occupied orbital energy (spin up / spin down), the calculation gives -17.5 / -19.9 eV. Its multiplicity is 6. Its net charge is +2.

These are the Mulliken partial charges, in e, on atoms 1 to 2:
1. C 0.164
2. C -0.428

# 2
ORCA calculation (ωB97M-V/def2-TZVPD) on C3H3KMgO2 as an isolated structure.

Structure (XYZ):
```
10
C3H3KMgO2 | OMol25 | ωB97M-V/def2-TZVPD
O 2.32714 -0.42094 0.37447
K 0.41856 -2.07586 -0.04380
C 5.34556 1.11225 1.65547
C 4.84976 -0.18740 1.84696
O 6.60072 0.69192 1.19711
C 6.17364 -0.69032 1.31291
H 4.35355 -0.57260 2.74266
H 6.16062 -1.18321 0.32935
H 6.81461 -1.25042 2.00876
Mg 2.21988 1.31358 -0.46714
```

The calculation puts the HOMO-LUMO gap (spin up / spin down) at 6.03 / 5.42 eV. For the highest occupied orbital energy (spin up / spin down), the calculation gives -11.6 / -11.1 eV. Its multiplicity is 2. Its net charge is +1.

These are the Mulliken partial charges, in e, on atoms 1 to 2:
1. O -0.733
2. K 1.002

# 3
ORCA calculation (ωB97M-V/def2-TZVPD) on C3H3LaO2 as an isolated structure.

Structure (XYZ):
```
9
C3H3LaO2 | OMol25 | ωB97M-V/def2-TZVPD
C -0.86498 -0.69819 -0.14950
C -1.07392 0.72941 -0.06017
H -1.16417 1.31001 -0.98518
H -1.52928 -1.53464 0.04575
H -1.60587 1.14753 0.80177
O 1.54804 -1.33517 -0.16588
C 0.51970 -0.63569 0.08541
O 0.70699 0.71671 0.15479
La 3.46350 0.30003 0.27301
```

The calculation puts the HOMO-LUMO gap (spin up / spin down) at 5.42 / 5.41 eV. For the highest occupied orbital energy (spin up / spin down), the calculation gives -10.8 / -10.8 eV. Its multiplicity is 2. Its net charge is +1. For the relative energy (zero: lowest compared OMol25 entry of this formula, charge and spin), the calculation gives 2.58 kcal per mole.

These are the Mulliken partial charges, in e, on atoms 1 to 2:
1. C -0.569
2. C -0.081

# 4
ORCA calculation (ωB97M-V/def2-TZVPD) on C3H3LiNaO2 as an isolated structure.

Structure (XYZ):
```
10
C3H3LiNaO2 | OMol25 | ωB97M-V/def2-TZVPD
C 0.94890 -0.69280 0.32274
C 1.21622 -0.75853 1.64320
H 2.04943 -1.36504 1.99829
H 1.58606 -1.27229 -0.36761
H 0.62024 -0.20735 2.37648
O -0.01224 0.00570 -0.24769
C -2.54447 1.26780 -1.66048
O -1.72915 1.65876 -2.48046
Li -0.02804 0.97660 -1.80079
Na -2.10696 0.38715 0.21630
```

The calculation puts the HOMO-LUMO gap (spin up / spin down) at 5.03 / 7.56 eV. For the highest occupied orbital energy (spin up / spin down), the calculation gives -5.2 / -7.9 eV. Its multiplicity is 2. Its net charge is 0. For the relative energy (zero: lowest compared OMol25 entry of this formula, charge and spin), the calculation gives 0.00 kcal per mole.

These are the Mulliken partial charges, in e, on atoms 1 to 2:
1. C 0.200
2. C -0.855

# 5
ORCA calculation (ωB97M-V/def2-TZVPD) on C3H3LiO3Yb as an isolated structure.

Structure (XYZ):
```
11
C3H3LiO3Yb | OMol25 | ωB97M-V/def2-TZVPD
C -3.46508 -0.20206 0.05730
C -2.07746 -0.67502 0.04407
O -1.11423 0.48350 0.20209
O -3.79310 1.01904 -0.22933
H -1.81870 -1.16557 -0.90203
H -1.86774 -1.34767 0.88756
O 0.58949 -0.94959 0.07210
C 0.16219 0.24514 0.19466
Li -5.19467 2.08285 -0.16423
Yb 2.74711 0.25334 0.23357
H -4.45769 -0.84155 0.20479
```

The calculation puts the HOMO-LUMO gap (spin up / spin down) at 5.83 / 6.25 eV. For the highest occupied orbital energy (spin up / spin down), the calculation gives -13.4 / -16.4 eV. Its multiplicity is 3. Its net charge is +2. For the relative energy (zero: lowest compared OMol25 entry of this formula, charge and spin), the calculation gives 22.46 kcal per mole.

These are the Mulliken partial charges, in e, on atoms 1 to 2:
1. C 0.178
2. C -0.313

# 6
ORCA calculation (ωB97M-V/def2-TZVPD) on C3H3LuO2 as an isolated structure.

Structure (XYZ):
```
9
C3H3LuO2 | OMol25 | ωB97M-V/def2-TZVPD
H -1.82868 -0.59467 -0.50477
O 0.81132 1.22720 -0.43059
O 1.42341 -1.87197 0.95019
C 0.35501 0.25308 0.48574
C -0.99129 0.44669 -0.17724
C 0.98297 -1.10931 0.09381
H 0.48994 0.54384 1.54437
H -1.48151 1.40618 0.04433
Lu 0.23882 -0.30103 -2.00583
```

The calculation puts the HOMO-LUMO gap (spin up / spin down) at 5.42 / 5.42 eV. For the highest occupied orbital energy (spin up / spin down), the calculation gives -7.0 / -7.0 eV. Its multiplicity is 1. Its net charge is 0. For the relative energy (zero: lowest compared OMol25 entry of this formula, charge and spin), the calculation gives 18.45 kcal per mole.

These are the Mulliken partial charges, in e, on atoms 1 to 2:
1. H 0.168
2. O -0.635